#P
21
Properties=species:S:1:pos:R:3:mulliken_charge:R:1 method="wB97M-V/def2-TZVPD" smiles=O.O.O.O.O.O.O gap_ha=0.3745 homo_energy_ev=-10.369 molar_mass_g_mol=126.10 lumo_energy_ha=-0.0065
O 0.130 -0.675 -1.411 -0.58
H -0.359 -0.317 -0.681 0.34
H 0.676 -1.338 -0.952 0.26
O 2.515 2.138 1.030 -0.58
H 2.909 2.877 0.535 0.31
H 1.659 2.229 0.706 0.28
O 4.206 -1.892 -0.361 -0.62
H 3.242 -1.781 -0.401 0.32
H 4.561 -1.054 -0.407 0.30
O -3.563 -2.025 -0.398 -0.63
H -4.293 -2.596 -0.133 0.31
H -3.402 -2.379 -1.328 0.33
O -0.435 -2.434 1.987 -0.64
H -0.123 -1.959 1.207 0.26
H -1.386 -2.549 1.710 0.35
O -2.559 2.859 0.391 -0.60
H -1.780 2.823 -0.072 0.28
H -2.479 3.334 1.206 0.32
O 0.266 1.243 -1.064 -0.54
H 0.191 1.386 -0.100 0.29
H 0.024 2.109 -1.464 0.25

=====

#Q
21
Properties=species:S:1:pos:R:3:mulliken_charge:R:1 method="wB97M-V/def2-TZVPD" smiles=O.O.O.O.O.O.O gap_ha=0.3782 homo_energy_ev=-10.385 molar_mass_g_mol=126.10 lumo_energy_ha=-0.0034
O 2.471 0.427 -1.614 -0.63
H 2.309 -0.206 -2.316 0.28
H 1.729 1.049 -1.708 0.35
O -2.378 -0.721 -0.061 -0.68
H -3.310 -0.778 0.152 0.28
H -2.086 -1.582 -0.349 0.32
O 0.777 -1.706 -0.736 -0.66
H 0.378 -2.314 -0.103 0.29
H 0.660 -0.817 -0.407 0.48
O -0.020 0.610 0.339 -0.64
H -0.885 0.311 0.600 0.27
H -0.056 1.195 -0.399 0.35
O 2.150 0.751 2.493 -0.63
H 3.033 0.960 2.173 0.31
H 1.601 1.056 1.769 0.31
O 0.312 2.027 -2.005 -0.72
H -0.482 1.891 -2.544 0.29
H 0.883 2.387 -2.667 0.33
O -1.999 -1.479 2.634 -0.58
H -2.294 -1.294 1.727 0.35
H -2.789 -1.777 3.012 0.32

=====

Relative energies in kcal/mol: #P 60.5; #Q 0.0

=====

#P
21
Properties=species:S:1:pos:R:3:mulliken_charge:R:1 method="wB97M-V/def2-TZVPD" gap_ha=0.3356 homo_energy_ev=-9.114 molar_mass_g_mol=126.10 lumo_energy_ha=0.0007
O 9.713 -15.375 18.595 -0.67
H 8.899 -15.869 18.693 0.35
H 9.429 -14.484 18.391 0.47
O 11.160 -12.836 20.237 -0.94
H 10.753 -12.780 19.373 0.41
H 10.827 -13.654 20.606 0.47
O 8.682 -13.476 20.200 -0.87
H 9.526 -13.322 19.776 0.06
H 8.759 -13.045 21.051 0.48
O 6.570 -14.160 20.097 -0.71
H 7.510 -14.322 20.172 0.49
H 6.434 -13.324 20.544 0.25
O 10.234 -13.234 18.459 -0.53
H 10.406 -12.338 18.170 0.36
H 10.372 -13.769 17.678 0.27
O 8.323 -12.762 22.449 -0.67
H 8.900 -12.011 22.315 0.34
H 8.747 -13.271 23.140 0.32
O 10.665 -14.838 20.556 -0.73
H 10.005 -14.897 21.247 0.32
H 10.270 -15.289 19.809 0.52

=====

#Q
21
Properties=species:S:1:pos:R:3:mulliken_charge:R:1 method="wB97M-V/def2-TZVPD" gap_ha=0.2846 homo_energy_ev=-8.698 molar_mass_g_mol=126.10 lumo_energy_ha=-0.0350
O 0.085 -2.299 -0.883 -0.55
H -0.742 -1.846 -0.719 0.21
H -0.049 -3.179 -0.533 0.27
O 0.350 -0.517 -2.152 -0.76
H -0.584 -0.676 -2.295 0.30
H 0.438 -0.442 -1.202 0.33
O 0.355 2.003 -0.551 -0.58
H -0.280 2.425 -1.130 0.32
H 0.146 2.341 0.320 0.28
O -1.246 -0.925 2.352 -0.78
H -1.131 -0.144 1.811 0.51
H -1.541 -1.600 1.740 0.25
O -1.119 0.791 1.243 -0.45
H -2.043 1.026 1.171 0.27
H -0.673 1.619 1.422 0.29
O 2.814 0.701 -0.419 -0.62
H 2.846 -0.218 -0.684 0.31
H 2.348 0.693 0.418 0.33
O 0.202 -0.245 -0.056 -0.77
H 0.410 0.647 -0.332 0.51
H -0.586 -0.152 0.480 0.31

=====

#R
21
Properties=species:S:1:pos:R:3:mulliken_charge:R:1 method="wB97M-V/def2-TZVPD" gap_ha=0.2463 homo_energy_ev=-9.058 molar_mass_g_mol=126.10 lumo_energy_ha=-0.0866
H -0.718 0.029 -1.246 0.32
H -1.554 -0.768 -2.388 0.35
H -0.840 3.012 0.875 0.34
H 0.631 3.757 0.079 0.36
H 0.897 2.151 -0.898 0.36
H -0.790 2.389 -1.640 0.32
H 0.172 -0.134 2.463 0.34
H 2.158 -1.423 1.250 0.41
H 0.907 -3.964 1.024 0.34
H -0.020 -2.641 0.176 0.40
H 1.386 1.044 0.618 0.40
H 2.569 2.147 0.209 0.33
H -2.425 -2.386 -0.647 0.38
H -2.414 -4.049 0.373 0.32
O -1.733 -0.352 -1.311 -0.72
O -0.446 3.995 0.350 -0.65
O -0.163 1.493 -1.621 -0.94
O 1.846 -0.276 1.840 -0.75
O 0.790 -2.705 0.775 -0.69
O 1.627 1.900 -0.029 -0.50
O -1.880 -3.218 -0.251 -0.72

=====

#S
21
Properties=species:S:1:pos:R:3:mulliken_charge:R:1 method="wB97M-V/def2-TZVPD" smiles=O.O.O.O.O.O.O gap_ha=0.4246 homo_energy_ev=-11.182 molar_mass_g_mol=126.10 lumo_energy_ha=0.0137
O -1.202 -1.010 -1.253 -0.76
H -0.572 -1.488 -0.708 0.37
H -1.840 -0.562 -0.676 0.37
O -2.819 0.441 0.834 -0.73
H -2.977 1.169 0.206 0.31
H -1.906 0.543 1.120 0.43
O -0.344 0.192 1.756 -0.70
H 0.253 0.883 1.431 0.42
H 0.041 -0.474 1.171 0.33
O 0.480 -2.309 0.713 -0.62
H 0.142 -3.014 1.326 0.27
H 1.329 -2.472 0.628 0.27
O 1.013 2.013 0.005 -0.59
H 1.351 2.922 -0.046 0.29
H 0.658 1.923 -0.904 0.35
O 2.812 -0.577 0.515 -0.64
H 2.186 0.033 0.175 0.27
H 2.925 -0.066 1.346 0.35
O -0.051 1.132 -2.514 -0.72
H -0.614 0.408 -2.033 0.46
H -0.091 1.146 -3.472 0.27

=====

Relative energies in kcal/mol: #P 188.1; #Q 193.6; #R 308.8; #S 0.0